# 1
14 unconnected molecules or ions with the total composition C4H36N2O14S in a non-equilibrium geometry. Source: the Open Molecules 2025 dataset; level of theory: the ωB97M-V functional and the def2-TZVPD basis.

Each line ends with the Löwdin charge.
Positions of all 57 atoms, in Å:
C -1.1553 -0.0131 -0.3485  -0.11
N -0.5910 -1.0912 -1.3484  -0.05
C 0.4658 -0.4532 -2.2094  -0.28
O 1.4072 0.0799 -1.3359  -0.29
C -2.6908 -0.2705 -0.3390  -0.45
C -3.3845 1.0430 0.2982  -0.63
S -3.7456 0.8283 2.1207  0.19
N -2.9437 -1.5399 0.3968  -0.03
H -0.6799 -0.1832 0.4339  -0.01
H -0.9989 0.9191 -1.0577  0.13
H -0.1989 -1.9360 -0.7602  0.13
H 1.1438 -1.1892 -2.7944  0.15
H 0.0835 0.5015 -2.7093  0.11
H -3.0476 -0.2080 -1.3302  0.09
H -4.3315 1.1489 -0.1815  0.00
H -2.8386 1.9844 0.0197  0.04
H -3.8189 -1.2299 1.0526  0.04
H -2.0685 -1.5765 0.9812  0.07
H 0.1038 3.1570 -3.6141  0.03
H -0.4185 1.8992 -3.8790  -0.06
O 0.0142 2.5299 -4.3588  -0.03
H 3.2734 -0.2735 3.6539  0.08
H 2.5465 0.8152 2.9686  0.02
O 2.3746 0.2290 3.7071  -0.10
H -1.0827 -4.4354 -1.4402  -0.10
H -0.0326 -3.9632 -0.7943  -0.04
O -0.4978 -4.7325 -0.8556  0.01
H -0.0685 -3.7604 2.2733  0.02
H 0.7238 -2.4442 2.1644  0.03
O 0.7105 -3.3372 2.6662  -0.12
H 4.1083 1.0497 -2.9033  0.01
H 2.5746 0.7937 -2.3587  -0.08
O 3.1729 1.1807 -2.9388  -0.04
H 0.4233 0.8969 3.3470  -0.04
H -1.0724 0.9243 2.5636  -0.03
O -0.1887 1.1844 2.7631  -0.02
H 1.5022 -0.5533 -0.3604  0.07
H 1.1894 -0.4008 1.6201  -0.04
O 1.2993 -1.0165 0.8960  -0.29
H 4.7956 -0.2586 0.1172  -0.02
H 3.4118 -0.5412 -0.5325  0.09
O 4.4497 -0.4323 -0.7229  -0.09
H -0.7985 3.1204 -1.7058  -0.07
H -2.2968 3.4935 -1.3952  0.01
O -1.5319 3.6500 -1.9289  -0.04
H 1.2984 3.1642 1.0666  -0.02
H 0.5820 2.7226 2.2571  0.01
O 1.2999 3.3769 2.0013  -0.11
H -1.9112 -2.4435 -2.6090  0.04
H -2.4061 -2.6312 -1.3073  -0.03
O -2.1779 -3.1865 -2.0408  -0.09
H 3.2732 -2.3267 2.7367  0.07
H 2.8814 -1.3419 1.8210  -0.06
O 3.6903 -1.5712 2.2341  -0.09
H 0.5953 1.6302 -1.1435  -0.02
H 1.5777 2.6078 -1.1681  0.08
O 0.6330 2.5700 -0.9250  -0.07

Properties
Charge   -2
HOMO-LUMO gap   6.31 eV
Relative energy (zero: lowest compared OMol25 entry of this formula, charge and spin)   3.6885 eV
HOMO energy   -0.059 Ha

# 2
A molecular structure, C42H44AgOP4. Source: the Open Molecules 2025 dataset; level of theory: the ωB97M-V functional and the def2-TZVPD basis.

Each line ends with the Löwdin charge.
Positions of all 92 atoms, in Å:
Ag 0.7188 0.4792 -0.5405  0.27
C -1.1320 3.3614 -2.6294  -0.27
P 0.1490 2.7883 -1.4647  0.78
C 0.0389 4.0485 -0.1487  -0.26
C 1.6908 3.2737 -2.3427  -0.42
C 2.9482 2.8628 -1.5724  -0.42
P 3.0343 1.0470 -1.2846  0.76
C 4.5891 0.8976 -0.3452  -0.27
C 3.5110 0.4218 -2.9324  -0.27
H -2.1189 3.2401 -2.1809  0.04
H -1.0960 2.7652 -3.5413  0.03
H -0.9885 4.4141 -2.8801  0.05
H -0.9052 3.9240 0.3852  0.04
H 0.0834 5.0598 -0.5579  0.05
H 0.8419 3.9124 0.5772  0.02
H 1.6892 4.3519 -2.5245  0.09
H 1.6672 2.7867 -3.3220  0.08
H 2.9664 3.3376 -0.5863  0.07
H 3.8472 3.1933 -2.1004  0.09
H 5.4248 1.3344 -0.8949  0.05
H 4.8045 -0.1526 -0.1486  0.05
H 4.4897 1.4106 0.6110  0.02
H 4.3854 0.9484 -3.3190  0.05
H 2.6795 0.5440 -3.6275  0.04
H 3.7345 -0.6436 -2.8760  0.03
O -0.0973 -2.3002 1.1586  -0.06
C 0.3299 -2.1181 2.4635  -0.28
C 0.6646 -3.2275 3.2191  0.01
C 1.1681 -3.0482 4.4989  -0.06
C 1.3362 -1.7696 5.0086  -0.07
C 1.0060 -0.6640 4.2403  -0.07
C 0.4949 -0.8183 2.9533  -0.27
P 0.0622 0.5794 1.8679  1.04
C 0.7877 2.0089 2.7263  -0.40
C 0.0403 2.9943 3.3607  -0.08
C 0.6733 4.1044 3.9090  -0.07
C 2.0512 4.2331 3.8332  -0.07
C 2.8047 3.2484 3.2035  -0.07
C 2.1741 2.1496 2.6464  -0.13
C -1.7283 0.7429 2.1350  -0.37
C -2.2937 0.5670 3.3978  -0.09
C -3.6602 0.7032 3.5765  -0.06
C -4.4762 1.0055 2.4931  -0.07
C -3.9224 1.1722 1.2333  -0.07
C -2.5520 1.0429 1.0560  -0.11
C -1.4456 -2.3262 0.8723  -0.28
C -2.4209 -2.6133 1.8115  0.00
C -3.7479 -2.6468 1.4069  -0.06
C -4.0926 -2.4148 0.0841  -0.07
C -3.1056 -2.1171 -0.8440  -0.07
C -1.7706 -2.0499 -0.4586  -0.29
P -0.4041 -1.5130 -1.5229  1.03
C -1.1965 -1.2093 -3.1328  -0.37
C -1.9809 -0.0611 -3.2537  -0.14
C -2.5851 0.2590 -4.4569  -0.08
C -2.3921 -0.5544 -5.5671  -0.07
C -1.5979 -1.6845 -5.4624  -0.07
C -1.0019 -2.0142 -4.2505  -0.07
C 0.5622 -3.0299 -1.7324  -0.38
C -0.0611 -4.2611 -1.9318  -0.09
C 0.6989 -5.4106 -2.0736  -0.06
C 2.0857 -5.3395 -2.0069  -0.07
C 2.7102 -4.1204 -1.7937  -0.07
C 1.9479 -2.9691 -1.6522  -0.10
H 0.5341 -4.2132 2.7917  0.13
H 1.4336 -3.9100 5.0961  0.11
H 1.7292 -1.6307 6.0068  0.11
H 1.1503 0.3307 4.6432  0.11
H -1.0369 2.9102 3.4196  0.10
H 0.0833 4.8692 4.3968  0.11
H 2.5401 5.0974 4.2624  0.11
H 3.8817 3.3428 3.1474  0.11
H 2.7591 1.3838 2.1469  0.09
H -1.6646 0.3163 4.2440  0.11
H -4.0915 0.5671 4.5597  0.11
H -5.5447 1.1043 2.6321  0.11
H -4.5580 1.3935 0.3853  0.11
H -2.1162 1.1572 0.0683  0.06
H -2.1504 -2.8058 2.8417  0.12
H -4.5152 -2.8685 2.1371  0.11
H -5.1276 -2.4600 -0.2263  0.11
H -3.3780 -1.9229 -1.8728  0.11
H -2.1238 0.5825 -2.3911  0.08
H -3.2027 1.1451 -4.5326  0.11
H -2.8580 -0.3030 -6.5105  0.11
H -1.4390 -2.3178 -6.3253  0.11
H -0.3837 -2.8996 -4.1834  0.10
H -1.1424 -4.3195 -1.9774  0.12
H 0.2112 -6.3634 -2.2314  0.11
H 2.6778 -6.2389 -2.1129  0.11
H 3.7894 -4.0677 -1.7290  0.11
H 2.4247 -2.0154 -1.4561  0.06

Properties
Charge   +1
HOMO-LUMO gap   8.82 eV
HOMO energy   -0.380 Ha

# 3
C7H6FNO in the gas phase in a non-equilibrium geometry. Source: the Open Molecules 2025 dataset; level of theory: the ωB97M-V functional and the def2-TZVPD basis.

Each line ends with the Löwdin charge.
Positions of all 16 atoms, in Å:
N 2.8378 1.0245 0.2209  0.15
C 2.1483 -0.1281 -0.0321  -0.51
O 2.7195 -1.1693 -0.2755  0.06
C 0.6522 -0.0270 -0.0293  -0.15
C -0.0330 1.1892 -0.1533  -0.02
C -1.4258 1.2103 -0.1371  -0.01
C -2.1119 0.0223 0.0080  -0.28
F -3.4502 0.0428 0.0291  0.07
C -1.4560 -1.2035 0.1301  0.01
C -0.0719 -1.2128 0.1077  -0.01
H 3.8250 0.9392 0.3362  0.10
H 2.4072 1.7641 0.7775  0.10
H 0.5321 2.1202 -0.2622  0.11
H -1.9704 2.1470 -0.2658  0.12
H -2.0374 -2.1009 0.2521  0.12
H 0.4633 -2.1747 0.1933  0.13

Properties
SMILES   NC(=O)c1ccc(F)cc1
HOMO-LUMO gap   10.22 eV
Relative energy (zero: lowest compared OMol25 entry of this formula, charge and spin)   0.0000 eV
HOMO energy   -0.351 Ha

# 4
2 unconnected molecules or ions with the total composition C3H7NO3. Source: the Open Molecules 2025 dataset; level of theory: the ωB97M-V functional and the def2-TZVPD basis.

Each line ends with the Löwdin charge.
Positions of all 14 atoms, in Å:
C -0.7336 -0.6025 2.2683  0.00
C -0.7622 -0.5351 0.7653  -0.49
O -1.7862 -0.4342 0.1296  0.09
N 0.4633 -0.6433 0.0939  0.13
C 1.7246 -0.4259 0.6143  -0.32
O 2.7027 -0.3588 -0.0836  0.06
H -0.3791 -1.5810 2.5676  0.09
H -0.0427 0.1077 2.7024  0.07
H -1.7345 -0.4310 2.6335  0.09
H 0.5108 -0.8081 -0.9007  0.15
H 1.7693 -0.3303 1.7081  0.13
O -0.9092 2.2158 -4.2801  -0.06
H -0.0137 2.5492 -4.1563  0.03
H -0.8094 1.2774 -4.0623  0.03

Properties
SMILES   CC(=O)NC=O.O
HOMO-LUMO gap   11.10 eV
Relative energy (zero: lowest compared OMol25 entry of this formula, charge and spin)   0.9439 eV
HOMO energy   -0.388 Ha

# 5
A molecular structure, C35H52AsOP3SeW in a non-equilibrium geometry. Source: the Open Molecules 2025 dataset; level of theory: the ωB97M-V functional and the def2-TZVPD basis.

Each line ends with the Löwdin charge.
Positions of all 94 atoms, in Å:
W 1.2341 -0.8360 -2.4819  0.97
P -0.4698 -2.3031 -1.7331  0.68
P 2.4780 -0.5987 -0.4147  0.73
P 2.6413 -2.1375 -3.8501  0.70
H -1.6208 1.5714 -4.8285  0.07
C -1.6441 0.7418 -5.5318  -0.03
C -1.9760 -0.4844 -5.1201  -0.07
H -2.2402 -0.6730 -4.0829  0.03
C -1.8015 -1.5286 -0.7668  -0.21
C 0.1074 -3.6579 -0.6462  -0.21
C -1.2957 -3.1747 -3.0971  -0.20
C 3.6516 0.7857 -0.2192  -0.21
C 1.4965 -0.4901 1.1202  -0.23
C 3.5894 -2.0250 -0.0897  -0.21
C 1.9511 -2.3044 -5.5378  -0.19
C 2.9863 -3.8336 -3.2444  -0.20
C 4.3072 -1.3714 -3.9689  -0.20
H -1.5401 1.0102 -6.5880  0.10
H -2.2291 -1.2745 -5.8327  0.09
H -2.3701 -0.8187 -1.3796  0.06
H -1.4267 -0.9725 0.1077  0.02
H -2.4816 -2.3239 -0.4225  0.09
H 0.4414 -3.2777 0.3271  0.04
H 0.9365 -4.2110 -1.1038  0.04
H -0.7267 -4.3549 -0.4777  0.08
H -1.7897 -2.4707 -3.7728  0.01
H -2.0479 -3.8585 -2.6772  0.09
H -0.5695 -3.7475 -3.6873  0.05
H 4.4292 0.5235 0.5103  0.08
H 3.1386 1.6891 0.1319  0.06
H 4.1457 1.0180 -1.1697  0.05
H 2.1432 -0.6249 2.0038  0.09
H 0.7099 -1.2545 1.1600  0.03
H 0.9978 0.4843 1.1980  0.03
H 4.1447 -1.8415 0.8416  0.08
H 4.3204 -2.1673 -0.8961  0.04
H 3.0227 -2.9545 0.0354  0.05
H 2.7085 -2.7484 -6.2060  0.09
H 1.6295 -1.3290 -5.9301  0.05
H 1.0745 -2.9668 -5.5081  0.06
H 3.7080 -4.3179 -3.9210  0.09
H 2.0578 -4.4190 -3.2213  0.05
H 3.4079 -3.8081 -2.2300  0.04
H 4.8855 -1.9245 -4.7259  0.09
H 4.8100 -1.4205 -2.9925  0.05
H 4.2455 -0.3128 -4.2542  0.04
C 0.0908 1.8586 -1.9187  -0.52
C -0.2062 0.7850 -2.8370  -0.30
C 0.6721 0.5640 -3.9556  -0.29
C 1.9956 0.9941 -3.8480  -0.15
C 2.3649 1.8193 -2.7764  -0.04
C 1.4247 2.2263 -1.8205  -0.10
Se -1.2547 2.7347 -0.8095  0.99
H -1.8908 3.0692 -2.0902  -0.09
H -1.2238 0.4205 -2.9047  0.07
H 0.3432 0.0794 -4.8655  0.09
H 2.6973 0.7661 -4.6527  0.13
H 3.4101 2.1340 -2.7232  0.14
H 1.7151 2.8671 -0.9873  0.13
O -1.2591 0.5601 1.7627  -0.29
As -1.6273 1.2687 3.2357  1.29
C -1.4386 3.1818 2.9872  -0.32
C -2.5797 3.9916 2.9524  -0.07
C -2.4509 5.3434 2.6138  -0.02
C -1.1866 5.8743 2.3251  -0.02
C -0.0445 5.0639 2.3827  -0.05
C -0.1707 3.7096 2.7106  -0.14
C -3.4485 0.7899 3.6890  -0.33
C -4.1830 0.0029 2.7925  -0.10
C -5.4837 -0.3947 3.1344  -0.05
C -6.0406 -0.0003 4.3621  -0.02
C -5.2985 0.7953 5.2480  -0.03
C -3.9911 1.1821 4.9170  -0.08
C -0.4633 0.5477 4.6346  -0.29
C -0.4978 -0.8338 4.8884  -0.08
C 0.4066 -1.3812 5.8041  -0.04
C 1.3271 -0.5604 6.4609  -0.02
C 1.3251 0.8249 6.2331  -0.03
C 0.4136 1.3811 5.3292  -0.08
H -3.5523 3.5672 3.2023  0.11
H -3.3365 5.9852 2.5836  0.13
H -1.0860 6.9226 2.0417  0.13
H 0.9476 5.4823 2.1828  0.12
H 0.7094 3.0644 2.7609  0.10
H -3.7321 -0.2890 1.8429  0.08
H -6.0649 -1.0141 2.4474  0.12
H -7.0515 -0.3136 4.6269  0.13
H -5.7269 1.1162 6.1967  0.13
H -3.4022 1.7875 5.6049  0.12
H -1.2066 -1.4653 4.3579  0.11
H 0.3973 -2.4567 5.9939  0.13
H 2.0509 -0.9926 7.1520  0.13
H 2.0377 1.4715 6.7510  0.13
H 0.3986 2.4633 5.1545  0.11

Properties
Charge   +4
HOMO-LUMO gap (spin up / spin down)   4.97 / 4.18 eV
Relative energy (zero: lowest compared OMol25 entry of this formula, charge and spin)   0.0000 eV
HOMO energy (spin up / spin down)   -0.655 / -0.655 Ha
Spin multiplicity   3